[1]
DFT (ωB97M-V with the def2-TZVPD basis set) results for a 6-piece molecular cluster, C26H60BrIN2O8P overall.

Each line ends with the Mulliken charge.
Geometry (Å):
1 C -2.37474 -0.52075 -4.08609  -1.21
2 C -3.00256 -1.14337 -2.84177  -0.22
3 C -2.79216 -2.64731 -2.67578  -0.64
4 Br -4.10271 -3.69967 -3.61651  -0.01
5 C -1.37825 -3.02983 -2.96948  0.27
6 N -0.47048 -2.90336 -1.93861  0.15
7 C 0.75005 -3.22224 -2.35168  -0.10
8 P 2.12482 -3.08556 -1.16873  0.70
9 O 1.64155 -2.15264 -0.14960  -0.61
10 O 2.46386 -4.50540 -0.61382  -0.48
11 O 3.35803 -2.60667 -2.00160  -0.48
12 N 0.65367 -3.56075 -3.62981  0.09
13 C -0.65384 -3.45873 -4.05625  -0.34
14 I -1.22544 -3.80720 -5.99184  0.30
15 H -2.61423 -1.07761 -4.98398  0.13
16 H -1.29698 -0.45554 -3.98080  0.30
17 H -2.73980 0.49360 -4.17648  0.55
18 H -4.05043 -0.89090 -2.74637  0.53
19 H -2.51982 -0.67961 -1.98052  0.11
20 H -2.94308 -2.88326 -1.62890  0.52
21 H -0.70326 -2.57972 -1.00981  0.35
22 H 2.05269 -4.57370 0.26002  0.39
23 H 3.31909 -1.64870 -2.12250  0.39
24 H 1.43129 -3.85065 -4.20314  0.24
25 C 1.64424 2.35030 -7.00988  -1.14
26 C 1.35112 1.25762 -5.99800  -0.28
27 O 0.24938 0.43260 -6.34206  -0.36
28 C 0.37658 -0.29029 -7.55386  -0.31
29 C 1.53139 -1.27682 -7.55564  -0.91
30 H 0.74807 2.93931 -7.20499  0.31
31 H 2.42176 3.01226 -6.62952  0.40
32 H 1.99341 1.94515 -7.96034  0.27
33 H 1.08027 1.70918 -5.04302  0.33
34 H 2.24594 0.64855 -5.81933  0.29
35 H 0.44668 0.38937 -8.40868  0.33
36 H -0.56426 -0.83199 -7.66117  0.29
37 H 2.50117 -0.77942 -7.52562  0.33
38 H 1.50347 -1.89734 -8.45140  0.38
39 H 1.46189 -1.92518 -6.67872  0.07
40 C 4.50077 -1.19577 1.41953  -0.48
41 C 5.96550 -1.16671 1.82410  -0.53
42 O 6.23017 -1.83423 3.04047  -0.36
43 C 5.93443 -3.21706 3.07090  -0.28
44 C 6.72212 -4.03925 2.06449  -1.29
45 H 3.87143 -0.82629 2.22968  0.18
46 H 4.33997 -0.56896 0.54114  0.41
47 H 4.16519 -2.20418 1.17410  0.00
48 H 6.27543 -0.13514 1.98986  0.34
49 H 6.59879 -1.56119 1.02062  0.33
50 H 4.85654 -3.38144 2.94401  0.33
51 H 6.18423 -3.54556 4.07947  0.43
52 H 6.44562 -3.80181 1.03538  0.23
53 H 6.53674 -5.10197 2.22225  0.42
54 H 7.79034 -3.85201 2.17406  0.33
55 C -7.41772 0.41050 0.76472  -0.86
56 C -6.42404 -0.73052 0.63689  -0.40
57 O -5.40756 -0.49741 -0.32777  -0.35
58 C -4.58608 0.62982 -0.08266  0.21
59 C -3.79935 0.55007 1.21455  -1.26
60 H -7.83893 0.66092 -0.20966  0.28
61 H -8.22939 0.12302 1.43262  0.40
62 H -6.95696 1.31161 1.17366  0.11
63 H -6.93774 -1.63005 0.29819  0.33
64 H -5.98027 -0.96675 1.61000  0.31
65 H -5.17136 1.55393 -0.11974  -0.08
66 H -3.88790 0.66893 -0.91886  0.29
67 H -4.45137 0.59153 2.08653  0.29
68 H -3.10032 1.38316 1.28437  0.39
69 H -3.23843 -0.38657 1.26483  0.34
70 C -6.63553 5.48204 3.17976  -1.09
71 C -5.27842 5.09415 2.61926  -0.32
72 O -5.34651 4.29271 1.45163  -0.37
73 C -5.98642 4.88327 0.33465  -0.23
74 C -5.31077 6.14928 -0.16424  -1.20
75 H -7.25209 4.59605 3.33622  0.28
76 H -6.51208 5.99477 4.13348  0.40
77 H -7.17717 6.15394 2.51269  0.27
78 H -4.74339 4.48723 3.34973  0.33
79 H -4.66590 5.98405 2.43822  0.31
80 H -7.04350 5.07121 0.55225  0.32
81 H -5.95608 4.12552 -0.44983  0.30
82 H -5.38559 6.96321 0.55749  0.27
83 H -5.77832 6.48331 -1.09053  0.40
84 H -4.25179 5.96716 -0.35223  0.31
85 C 6.71292 1.02285 8.07432  -1.01
86 C 5.20842 0.85674 8.20434  -0.30
87 O 4.50435 1.01965 6.98657  -0.45
88 C 4.83202 0.10317 5.96019  -0.17
89 C 4.55327 -1.34797 6.31254  -0.76
90 H 6.95189 1.97368 7.59679  0.28
91 H 7.17729 1.00010 9.06025  0.39
92 H 7.16275 0.22640 7.47957  0.25
93 H 4.81258 1.62627 8.86672  0.34
94 H 4.96586 -0.10913 8.66222  0.27
95 H 5.87434 0.22920 5.64820  0.26
96 H 4.21399 0.39133 5.10873  0.22
97 H 5.20744 -1.70533 7.10918  0.27
98 H 4.71522 -1.97966 5.43914  0.09
99 H 3.52301 -1.46955 6.65123  0.31

Results
Energy, Ha: -4950.93466
Molecular weight, g/mol: 766.55
Net charge: +1
Multiplicity: 1
HOMO-LUMO gap, Eh: 0.2703

=====

[2]
DFT (ωB97M-V with the def2-TZVPD basis set) results for a 4-piece molecular cluster, C26H61ClN4O6P overall.

Each line ends with the Mulliken charge.
Geometry (Å):
1 C -0.76610 0.61401 0.65273  -0.88
2 C -0.15442 1.00593 1.98699  -0.55
3 C 0.27226 -0.16051 2.86547  -0.54
4 C 1.14649 -1.22247 2.15514  -0.09
5 C 0.34815 -2.50263 1.95068  -0.66
6 C 1.14558 -3.70098 1.42141  -1.09
7 C 1.88253 -3.55051 0.07058  -0.71
8 N 1.43071 -2.45084 -0.77724  -0.22
9 C 2.18807 -1.85014 -1.65462  0.45
10 N 3.45315 -2.16843 -1.91897  -0.29
11 C 3.79408 -2.32543 -3.39018  -1.48
12 C 2.94849 -1.40230 -4.25911  -0.10
13 C 1.77997 -2.20692 -4.83848  -1.16
14 C 1.06069 -1.59630 -6.04456  -0.39
15 C -0.41176 -1.99991 -6.03788  -0.81
16 Cl -0.54987 -3.78503 -6.13162  -0.20
17 C 2.53678 -0.25398 -3.33909  -0.38
18 P 1.82599 1.23123 -4.18359  0.14
19 N 0.28631 1.38586 -3.91516  -0.62
20 N 1.62801 -0.79159 -2.32206  -0.17
21 H -0.13727 -0.05549 0.08399  -0.14
22 H -1.75112 0.19202 0.79333  0.27
23 H -0.89491 1.49716 0.03949  0.45
24 H 0.64461 1.72302 1.84177  0.35
25 H -0.92371 1.54818 2.52411  0.31
26 H 0.82606 0.25438 3.70034  0.32
27 H -0.60666 -0.63841 3.27653  0.11
28 H 1.98717 -1.46308 2.79903  0.50
29 H 1.50766 -0.79541 1.22905  -0.01
30 H -0.47148 -2.30648 1.25915  0.24
31 H -0.09591 -2.80231 2.88838  0.54
32 H 1.90511 -3.90514 2.16615  0.36
33 H 0.53415 -4.58852 1.39842  0.41
34 H 2.94388 -3.51028 0.25860  0.45
35 H 1.71603 -4.46407 -0.48979  0.34
36 H 0.47763 -2.12682 -0.68768  0.36
37 H 3.75766 -3.02260 -1.46973  0.32
38 H 3.60258 -3.36235 -3.63165  0.48
39 H 4.84920 -2.11518 -3.48803  0.44
40 H 3.57330 -0.97756 -5.03275  0.86
41 H 1.03994 -2.41778 -4.07548  0.38
42 H 2.17520 -3.16231 -5.14727  0.62
43 H 1.04957 -0.51478 -6.04208  0.10
44 H 1.48358 -1.95691 -6.97334  0.36
45 H -0.81838 -1.72834 -5.07611  0.34
46 H -0.97252 -1.52706 -6.82657  0.47
47 H 3.43254 0.10088 -2.82705  0.78
48 H 2.16810 1.03954 -5.53660  0.09
49 H 2.60593 2.33493 -3.78524  0.12
50 H 0.09046 2.29158 -3.50128  0.24
51 H 1.43101 -0.06983 -1.63096  0.27
52 C -1.96164 1.22019 5.84558  -0.88
53 O -2.64134 0.21440 5.11260  -0.20
54 C -3.26068 -0.75056 5.95595  -0.57
55 C -4.75257 -0.52808 6.05757  -0.61
56 O -5.05215 0.66734 6.75661  -0.39
57 C -5.44471 1.73284 5.90554  -0.60
58 H -1.64159 1.98932 5.14327  0.21
59 H -2.61014 1.67698 6.59602  0.45
60 H -1.07495 0.80041 6.33338  0.33
61 H -2.80712 -0.74279 6.95072  0.39
62 H -3.08056 -1.73449 5.50929  0.34
63 H -5.19259 -1.35530 6.62383  0.39
64 H -5.20564 -0.52114 5.06168  0.34
65 H -6.42825 1.53541 5.47016  0.38
66 H -4.71674 1.89631 5.10572  0.21
67 H -5.50934 2.63560 6.51066  0.21
68 C -10.24896 6.06124 4.26805  -0.67
69 O -9.58221 6.27624 5.49933  -0.37
70 C -9.49598 5.10895 6.30194  -0.70
71 C -8.11241 4.50260 6.25192  -0.38
72 O -7.82087 3.96576 4.96770  -0.35
73 C -6.96158 4.79443 4.20655  -0.81
74 H -10.13949 6.96558 3.67200  0.24
75 H -9.81761 5.22065 3.71833  0.28
76 H -11.31565 5.87931 4.43506  0.33
77 H -10.24488 4.37175 5.99882  0.36
78 H -9.71185 5.40674 7.33286  0.38
79 H -8.06446 3.67468 6.96734  0.36
80 H -7.36189 5.24387 6.54138  0.38
81 H -5.95115 4.79614 4.63212  0.32
82 H -7.33460 5.82004 4.15431  0.39
83 H -6.91516 4.38496 3.19834  0.24
84 C 10.45281 -0.95401 -6.08144  -0.67
85 O 9.83431 -2.00095 -6.81088  -0.37
86 C 9.19871 -2.96305 -5.98756  -0.64
87 C 7.69791 -2.78262 -5.98774  -0.43
88 O 7.31304 -1.57438 -5.33678  -0.34
89 C 6.95967 -0.54960 -6.25021  -0.79
90 H 10.78353 -0.20484 -6.79802  0.24
91 H 9.75788 -0.48834 -5.37766  0.28
92 H 11.32624 -1.32830 -5.53852  0.33
93 H 9.58808 -2.92185 -4.96611  0.35
94 H 9.43226 -3.94991 -6.39920  0.38
95 H 7.24301 -3.60977 -5.43207  0.36
96 H 7.31258 -2.80968 -7.01054  0.37
97 H 6.01491 -0.78935 -6.75355  0.30
98 H 7.73792 -0.39409 -6.99969  0.40
99 H 6.83136 0.37124 -5.68185  0.25

Results
Energy, Ha: -2498.86962
Molecular weight, g/mol: 592.22
Net charge: +1
Multiplicity: 1
HOMO-LUMO gap, Eh: 0.2879

=====

Short version: HOMO = -10.73, -10.36 eV, in the order given.